No. 1
This record from OMol25 describes 3 unconnected molecules or ions with the total composition C3H12O3 at a distorted geometry. The level of theory is the ωB97M-V functional and the def2-TZVPD basis.

* E_tot: -9447.4925 eV
* structure (SMILES): CC(C)O.O.O
* energy relative to the best compared isomer or geometry (same formula, charge and spin): 0.5340 eV
* largest force on an atom: 2.5 eV/A
* highest occupied orbital energy: -10.76 eV

Each line ends with the Mulliken charge.
CARTESIAN COORDINATES (ANGSTROEM)
C -0.2061 0.7356 -0.6897  -1.381
C 0.1513 -0.6568 -0.1663  0.757
C 0.7471 -1.4806 -1.2551  -1.321
O 1.0192 -0.6064 0.9654  -0.648
H -0.6959 1.3696 0.0639  0.324
H 0.5107 1.3666 -1.1840  0.378
H -0.9637 0.6439 -1.4775  0.375
H -0.8301 -1.1509 0.0698  0.113
H 0.0323 -1.5402 -2.1118  0.372
H 1.7174 -1.2289 -1.6869  0.346
H 0.9020 -2.5299 -0.9318  0.300
H 1.0003 -1.3650 1.5604  0.357
H -3.8744 4.3211 0.3467  0.321
H -5.5027 4.2797 0.0380  0.322
O -4.6338 4.6269 -0.1451  -0.643
H 2.7350 -1.9781 0.9761  0.374
H 3.2379 -3.3196 0.4444  0.315
O 3.2333 -2.7785 1.2416  -0.661

Force components x, y, z for each atom (eV/Å):
C -1.329 0.521 0.328
C -0.568 -0.001 -0.096
C -0.084 -1.988 -1.521
O 0.287 0.753 0.151
H 0.269 -0.328 0.085
H 1.141 -0.202 0.167
H -0.067 -0.413 0.175
H 0.790 0.439 0.249
H 0.473 0.050 0.563
H -0.035 0.784 0.334
H -0.302 0.366 0.054
H -0.640 -0.091 -0.390
H -0.622 -0.603 0.522
H 0.339 -0.612 0.735
O 0.285 1.214 -1.256
H 0.501 -0.397 0.090
H 0.048 -0.003 0.088
O -0.487 0.511 -0.279

***

No. 2
This record from OMol25 describes 2 unconnected molecules or ions with the total composition C4H12 at a distorted geometry. The level of theory is the ωB97M-V functional and the def2-TZVPD basis.

* E_tot: -4341.3575 eV
* structure (SMILES): CC.CC
* energy relative to the best compared isomer or geometry (same formula, charge and spin): 1.1707 eV
* largest force on an atom: 2.8 eV/A
* highest occupied orbital energy: -11.08 eV

Each line ends with the Mulliken charge.
CARTESIAN COORDINATES (ANGSTROEM)
C -0.6183 -0.9236 -2.5144  -0.753
C 0.8480 -0.5820 -2.0982  -0.640
H -0.8959 -0.8386 -3.5882  0.307
H -0.8463 -1.9250 -2.1410  0.259
H -1.2696 -0.4136 -1.7014  0.183
H 0.9121 -0.4056 -1.0280  0.142
H 1.3440 0.2236 -2.6288  0.284
H 1.4154 -1.4951 -2.4359  0.217
C 0.2738 1.4384 2.5646  -0.773
C -0.3669 0.1356 1.9653  -0.682
H -0.5129 1.9901 3.2735  0.247
H 1.2584 1.1368 2.9133  0.235
H 0.3263 2.2658 1.8580  0.282
H -0.7781 0.2090 0.9608  0.050
H -1.2688 -0.0317 2.5978  0.287
H 0.1787 -0.7840 2.0023  0.354

Force components x, y, z for each atom (eV/Å):
C -0.585 0.782 2.584
C -0.028 -1.865 -1.564
H 0.089 0.306 1.030
H 0.384 -0.420 -0.667
H 0.380 0.136 -2.175
H 0.167 -0.223 -0.012
H -0.402 0.423 -0.056
H -0.003 0.867 0.879
C -2.172 0.400 -0.070
C -2.068 1.082 0.964
H 2.143 -1.759 -0.579
H -0.130 0.809 0.711
H 0.657 -0.393 -0.583
H 0.228 0.364 -0.195
H 0.482 -0.296 -0.471
H 0.859 -0.213 0.203

***

No. 3
This record from OMol25 describes a molecular structure, C30H59BaN11O6P2S6. The level of theory is the ωB97M-V functional and the def2-TZVPD basis.

* E_tot: -145031.2527 eV
* energy relative to the best compared isomer or geometry (same formula, charge and spin): 0.0206 eV
* largest force on an atom: 0.8 eV/A
* highest occupied orbital energy: -6.31 eV

Each line ends with the Mulliken charge.
CARTESIAN COORDINATES (ANGSTROEM)
Ba 0.0970 -0.4456 -0.7979  -0.935
C -0.2053 -4.8931 -0.2761  -1.452
P -0.4648 -3.4311 0.8032  1.911
C 0.1566 -4.1080 2.3964  -1.455
C -2.2854 -3.5702 1.0585  -0.951
C -2.8411 -2.4447 1.9366  -1.476
P -2.7203 -0.7967 1.1150  1.493
C -4.1364 -0.8759 -0.0460  -1.365
C -3.4130 0.2724 2.4330  -1.009
H -0.6755 -4.6938 -1.2396  0.230
H -0.6347 -5.8016 0.1534  0.501
H 0.8642 -5.0514 -0.4294  0.357
H -0.3252 -5.0539 2.6567  0.466
H -0.0009 -3.3857 3.1985  0.330
H 1.2328 -4.2721 2.3115  0.329
H -2.5189 -4.5503 1.4872  0.614
H -2.7307 -3.5302 0.0601  0.214
H -2.2797 -2.3749 2.8745  0.312
H -3.8845 -2.6409 2.2037  0.590
H -5.0543 -1.2137 0.4419  0.414
H -3.8827 -1.5406 -0.8738  0.297
H -4.2965 0.1240 -0.4545  0.304
H -4.3350 -0.1450 2.8452  0.565
H -3.6252 1.2620 2.0238  0.097
H -2.6794 0.3842 3.2337  0.230
S -0.5614 0.8674 -3.8474  -0.870
S 1.1996 1.9563 -4.0246  -0.181
S 2.4440 1.2771 -2.5435  -0.056
S 1.9245 2.2643 -0.8029  -0.357
N 1.0870 -2.3791 -2.7116  0.543
C 0.0858 -2.5110 -3.7614  0.756
C 0.3326 -3.6776 -4.7233  -1.150
C -0.5132 -3.7043 -5.9979  -0.411
C -0.5081 -2.4162 -6.8337  -1.050
N -1.2270 -1.2675 -6.2871  0.161
C -2.5332 -1.2194 -6.1336  0.743
N -3.3273 -2.1905 -6.6337  -0.463
N -3.0995 -0.1238 -5.6052  -0.353
C -1.3469 -2.4989 -3.1584  -0.230
O -2.2932 -2.7046 -3.9412  -0.700
O -1.4464 -2.2513 -1.9242  -0.239
H 1.9976 -2.1326 -3.0801  0.241
H 1.1864 -3.2231 -2.1577  -0.041
H 0.1534 -1.5773 -4.3168  -0.415
H 0.1979 -4.6263 -4.1930  0.309
H 1.3890 -3.6327 -5.0137  0.354
H -1.5281 -3.9862 -5.7226  0.232
H -0.1237 -4.4885 -6.6539  0.460
H -0.9192 -2.6236 -7.8249  0.389
H 0.5188 -2.0815 -6.9854  0.456
H -0.7207 -0.5704 -5.7273  -0.080
H -2.9442 -3.1213 -6.5937  0.240
H -4.2915 -2.1486 -6.3471  0.290
H -2.4567 0.5354 -5.1587  -0.028
H -3.9644 -0.2680 -5.1100  0.265
C -5.8297 7.1821 1.8001  -1.097
C -5.8213 5.7889 1.1949  -0.571
S -4.2265 4.9993 1.2242  1.323
O -4.4056 3.6509 0.7467  -0.652
O -3.6220 5.2319 2.5118  -0.685
C -3.2666 5.8933 0.0057  -0.735
C -1.7692 5.6723 0.2160  -1.300
N -1.4154 4.2662 0.3452  0.380
C -1.5932 3.3205 -0.6141  0.312
N -1.3815 2.1039 -0.1486  0.871
C -1.0694 2.2483 1.1650  0.237
C -1.0962 3.5668 1.4963  -0.991
N -0.7352 4.1285 2.7502  1.392
O -0.6735 3.3559 3.6923  -0.628
O -0.3905 5.2987 2.8013  -0.738
C -1.9826 3.6357 -2.0089  -0.815
H -6.8526 7.5534 1.8505  0.388
H -5.2521 7.8892 1.2045  0.283
H -5.4163 7.1619 2.8066  0.295
H -6.1602 5.7619 0.1581  0.368
H -6.4404 5.0918 1.7634  0.415
H -3.4889 6.9548 0.1198  0.634
H -3.6116 5.5546 -0.9701  0.359
H -1.4412 6.1730 1.1194  0.470
H -1.2238 6.0960 -0.6273  0.464
H -0.8118 1.4146 1.8011  0.172
H -1.6051 4.6085 -2.3244  0.388
H -3.0712 3.6214 -2.1102  0.225
H -1.5700 2.8656 -2.6625  -0.441
N 2.6804 -1.6757 -0.1284  -0.446
C 3.3942 -1.4861 0.7638  0.154
N 4.2023 -1.2668 1.7752  0.226
C 4.1451 -2.1158 2.9671  -0.439
C 4.1362 -1.2684 4.2402  -0.195
C 4.9728 0.0135 4.0798  0.256
C 6.0039 -0.1333 2.9656  -1.016
C 5.3079 -0.3097 1.6216  -0.601
H 5.0023 -2.7966 2.9590  0.358
H 3.2398 -2.7160 2.8987  0.057
H 4.5268 -1.8820 5.0553  0.519
H 3.1051 -1.0164 4.4886  -0.153
H 5.4656 0.2624 5.0206  0.471
H 4.3218 0.8564 3.8382  -0.374
H 6.6578 -0.9863 3.1673  0.329
H 6.6459 0.7463 2.9057  0.445
H 6.0090 -0.6603 0.8590  0.457
H 4.8896 0.6412 1.2832  0.304
C 0.8837 1.1462 5.4613  -1.091
N 1.6138 1.5642 4.2828  1.103
C 2.3192 2.7502 4.1596  -0.681
C 2.7194 2.8428 2.8762  -0.671
N 2.2564 1.7142 2.2336  1.240
C 1.5497 0.9409 3.0803  -2.172
S 0.7310 -0.4973 2.7034  0.566
H 1.4337 1.4552 6.3479  0.428
H 0.7836 0.0638 5.4434  0.350
H -0.1081 1.5982 5.4642  0.203
H 2.4514 3.4186 4.9907  0.524
H 3.2792 3.5999 2.3574  0.474
H 2.3079 1.5563 1.2138  -0.375

Force components x, y, z for each atom (eV/Å):
Ba 0.258 0.285 -0.107
C 0.005 -0.001 0.010
P 0.027 -0.021 -0.019
C -0.006 0.007 0.003
C -0.006 0.002 0.000
C 0.002 0.000 -0.006
P -0.008 -0.034 -0.024
C 0.009 -0.005 -0.014
C -0.021 -0.013 -0.002
H -0.001 -0.006 -0.003
H -0.002 0.001 0.001
H -0.002 -0.002 -0.002
H 0.000 -0.001 0.000
H -0.002 -0.001 0.001
H 0.000 0.003 0.002
H -0.001 0.002 0.003
H 0.001 -0.001 0.000
H 0.002 0.000 0.000
H -0.001 -0.001 -0.001
H 0.000 0.002 0.004
H 0.003 0.001 0.003
H -0.001 0.000 -0.003
H 0.000 0.001 0.000
H 0.005 0.002 0.003
H -0.002 0.002 0.003
S -0.046 -0.024 0.013
S -0.008 -0.006 -0.008
S 0.034 -0.021 -0.011
S 0.037 -0.006 -0.007
N -0.046 -0.039 0.068
C -0.143 -0.059 0.039
C 0.095 0.042 -0.050
C -0.014 0.017 0.023
C 0.015 -0.003 -0.015
N -0.038 -0.024 0.012
C 0.036 -0.029 -0.023
N -0.011 -0.004 -0.010
N 0.035 0.047 0.063
C 0.002 -0.034 0.022
O -0.011 -0.031 -0.004
O -0.103 -0.027 -0.059
H 0.002 0.004 0.009
H -0.008 0.002 -0.006
H 0.009 0.004 0.027
H 0.003 -0.003 -0.002
H 0.001 -0.007 0.011
H 0.015 -0.013 -0.003
H -0.006 -0.008 -0.004
H 0.001 -0.004 -0.001
H -0.005 0.003 -0.008
H 0.021 0.039 0.020
H -0.007 0.017 0.009
H -0.002 0.003 -0.007
H -0.005 -0.017 -0.029
H 0.003 0.000 0.005
C -0.001 0.002 0.000
C 0.002 0.002 0.004
S -0.010 -0.012 -0.020
O 0.001 0.005 0.007
O 0.010 0.003 0.015
C 0.000 0.007 0.003
C -0.002 -0.014 0.015
N -0.030 -0.001 0.002
C 0.080 0.004 -0.035
N -0.082 -0.015 0.074
C -0.119 -0.026 0.046
C -0.127 0.011 0.011
N 0.719 -0.167 -0.152
O -0.267 0.051 0.070
O -0.257 0.108 0.032
C 0.003 -0.009 0.009
H 0.000 0.000 0.000
H 0.000 0.000 0.000
H 0.000 0.001 0.000
H 0.001 0.001 0.000
H 0.000 0.001 0.000
H 0.001 0.001 -0.001
H 0.003 -0.001 0.002
H 0.010 0.005 0.011
H 0.001 0.001 0.004
H -0.028 0.006 0.009
H 0.002 -0.002 -0.001
H 0.000 -0.001 -0.001
H -0.006 0.003 -0.006
N 0.037 -0.036 -0.062
C -0.052 -0.009 0.024
N -0.030 0.090 0.034
C 0.024 -0.022 -0.013
C -0.001 -0.014 -0.005
C 0.005 0.009 0.008
C 0.006 -0.004 0.000
C 0.016 -0.016 -0.012
H -0.006 -0.011 0.002
H -0.005 0.007 -0.001
H 0.004 0.001 -0.003
H -0.006 0.011 0.001
H -0.005 0.003 0.000
H -0.009 -0.003 -0.007
H -0.001 -0.002 0.000
H -0.001 0.001 0.002
H -0.004 0.003 -0.006
H 0.005 -0.001 0.003
C -0.007 -0.006 0.003
N -0.004 0.005 -0.005
C 0.016 -0.009 0.003
C 0.007 -0.006 -0.001
N -0.005 0.012 -0.038
C 0.004 -0.015 0.002
S 0.016 -0.018 0.033
H 0.001 0.003 -0.001
H 0.005 0.000 0.001
H 0.003 -0.005 0.001
H -0.004 0.003 -0.001
H -0.006 0.003 -0.001
H -0.025 0.022 0.019

***

No. 4
This record from OMol25 describes a single C4H8N2S molecule at a distorted geometry. The level of theory is the ωB97M-V functional and the def2-TZVPD basis.

* E_tot: -18091.5561 eV
* structure (SMILES): S/N=C/N1CCC1
* energy relative to the best compared isomer or geometry (same formula, charge and spin): 2.1863 eV
* largest force on an atom: 1.0 eV/A
* highest occupied orbital energy: -7.88 eV

Each line ends with the Mulliken charge.
CARTESIAN COORDINATES (ANGSTROEM)
C 0.9810 -0.9728 -0.0239  -0.006
C -1.1933 -0.2425 1.0354  -0.481
C -1.7525 0.9943 0.3090  -0.448
C -0.5791 0.8626 -0.6828  -0.502
H 4.1074 -0.5551 -1.4113  0.141
H 1.0961 -1.7825 0.6922  0.358
H -1.9016 -1.0873 1.1858  0.257
H -0.6637 -0.0172 2.0036  0.276
H -2.7287 0.8391 -0.1584  0.226
H -1.8061 1.9136 0.9082  0.237
H -0.8187 0.8499 -1.7538  0.276
H 0.2253 1.6077 -0.5438  0.258
N 1.9155 -0.5569 -0.7900  -0.436
N -0.2738 -0.4321 -0.0897  0.030
S 3.3921 -1.4209 -0.6805  -0.185

Force components x, y, z for each atom (eV/Å):
C 0.047 0.361 -0.409
C -0.052 -0.525 0.888
C -0.380 0.510 0.152
C 0.234 0.694 -0.331
H -0.085 -0.028 0.047
H -0.059 -0.148 0.183
H 0.473 0.524 -0.005
H -0.524 -0.150 -0.816
H 0.177 -0.103 0.122
H 0.134 -0.298 -0.260
H -0.004 -0.153 0.264
H -0.195 -0.314 0.077
N -0.070 -0.135 0.163
N 0.399 -0.326 -0.040
S -0.093 0.092 -0.035

***

No. 5
This record from OMol25 describes 2 unconnected molecules or ions with the total composition C4H12 at a distorted geometry. The level of theory is the ωB97M-V functional and the def2-TZVPD basis.

* E_tot: -4340.7458 eV
* structure (SMILES): CC.CC
* energy relative to the best compared isomer or geometry (same formula, charge and spin): 1.7825 eV
* largest force on an atom: 4.0 eV/A
* highest occupied orbital energy: -10.92 eV

Each line ends with the Mulliken charge.
CARTESIAN COORDINATES (ANGSTROEM)
C -0.3576 0.4337 1.9008  -0.733
C -1.8309 0.0240 1.4844  -0.866
H 0.4965 -0.2870 1.7250  0.224
H -0.0666 1.0793 1.1671  0.248
H -0.5245 0.6764 2.9599  0.258
H -2.7184 -0.1699 2.1313  0.333
H -1.7381 -0.7567 0.6992  0.261
H -2.0842 0.7658 0.7182  0.286
C 1.3899 -0.8813 -1.6163  -0.821
C 0.7898 0.5217 -1.5113  -0.553
H 0.8191 -1.3972 -2.4663  0.242
H 2.4675 -0.9579 -2.0156  0.293
H 1.2830 -1.5127 -0.6306  0.215
H 1.6030 1.1242 -0.9320  0.204
H -0.3016 0.4779 -1.0793  0.047
H 0.7731 0.8595 -2.5344  0.361

Force components x, y, z for each atom (eV/Å):
C -1.673 -3.186 1.798
C 0.846 -0.634 -2.939
H -1.423 -0.281 0.898
H 0.594 3.059 -0.939
H 1.308 0.802 -0.477
H 1.328 0.185 -0.028
H -0.282 -0.590 0.975
H -0.685 0.652 0.747
C -0.230 -2.446 -0.481
C 0.881 -0.151 1.465
H 0.561 0.175 1.431
H -1.451 0.561 1.010
H 0.314 1.162 -1.970
H -2.150 -0.432 -0.675
H 2.348 0.404 -0.628
H -0.288 0.720 -0.186

***

No. 6
This record from OMol25 describes a single C5H8O molecule at a distorted geometry. The level of theory is the ωB97M-V functional and the def2-TZVPD basis.

* E_tot: -7359.3121 eV
* structure (SMILES): C#C[C@H](O)CC
* energy relative to the best compared isomer or geometry (same formula, charge and spin): 2.9431 eV
* largest force on an atom: 1.6 eV/A
* highest occupied orbital energy: -10.31 eV

Each line ends with the Mulliken charge.
CARTESIAN COORDINATES (ANGSTROEM)
C -1.3474 1.0678 -0.2073  -1.077
C -0.9979 -0.3824 0.1160  -0.418
C 0.4117 -0.4046 0.7095  0.114
O 0.8659 -1.6582 1.1571  -0.520
C 1.4374 -0.0529 -0.5274  -0.949
C 2.0848 0.1139 -1.5558  0.337
H -1.3969 1.6758 0.7063  0.313
H -2.3110 1.1464 -0.7133  0.319
H -0.5749 1.4996 -0.8521  0.321
H -0.9891 -1.0141 -0.7763  0.263
H -1.7458 -0.8009 0.8075  0.317
H 0.3641 0.2429 1.6228  0.245
H 1.5489 -1.7772 0.4939  0.335
H 2.6344 0.3510 -2.4750  0.400

Force components x, y, z for each atom (eV/Å):
C -0.069 0.076 -0.090
C 0.088 -0.006 -0.141
C 0.675 0.685 -1.207
O 0.052 -0.126 -0.402
C -0.730 0.781 0.354
C -0.872 0.011 1.318
H 0.005 -0.154 -0.163
H 0.070 0.006 0.020
H -0.209 0.014 0.031
H -0.154 0.107 -0.009
H 0.480 0.024 0.032
H 0.796 0.218 -1.145
H 0.367 -1.236 0.378
H -0.500 -0.398 1.024